The following is a DFT calculation (the ωB97M-V functional and the def2-TZVPD basis) of a structure of composition C5H9N2 in a non-equilibrium geometry.

The geometry in XYZ format:
```
16
Properties=species:S:1:pos:R:3
N -3.199 -3.027 0.305
N 0.472 -2.836 1.507
C 1.298 4.840 -2.473
C 1.739 -2.968 2.057
C 0.381 5.060 -1.523
C -0.577 -2.735 0.981
C -2.304 -2.162 0.143
H 2.376 -2.231 1.591
H -3.112 -3.957 0.601
H 1.625 -2.776 3.119
H 1.164 4.380 -3.422
H 2.322 4.957 -2.235
H -0.645 4.839 -1.711
H -4.127 -2.651 -0.197
H 0.614 5.370 -0.524
H 1.972 -4.104 1.783
```

**HOMO-LUMO gap**: 0.267 Ha
**Total charge**: +1
**E_LUMO**: -4.413 eV
**E_tot**: -304.96330 Ha
**Relative energy (zero: lowest compared OMol25 entry of this formula, charge and spin)**: 7.258 eV

The following is a DFT calculation (the ωB97M-V functional and the def2-TZVPD basis) of a cluster of 2 separate species, C3H5IO3 in total in a non-equilibrium geometry.

The geometry in XYZ format:
```
12
Properties=species:S:1:pos:R:3
I -1.819 -4.454 1.542
O -0.352 0.757 1.594
O 0.105 -3.171 -0.294
O -0.998 0.531 -0.502
C -1.379 0.646 0.714
C 0.374 0.533 -0.929
C -0.784 -2.938 0.439
H 0.657 1.554 -1.190
H -0.697 0.859 2.488
H 0.421 -0.105 -1.809
H -1.224 -1.962 0.659
H 1.027 0.157 -0.144
```

**HOMO-LUMO gap**: 0.354 Ha
**Total charge**: 0
**E_LUMO**: 0.453 eV
**E_tot**: -640.63209 Ha
**Relative energy (zero: lowest compared OMol25 entry of this formula, charge and spin)**: 2.001 eV

The following is a DFT calculation (the ωB97M-V functional and the def2-TZVPD basis) of a cluster of 2 separate species, C4H10S in total in a non-equilibrium geometry.

The geometry in XYZ format:
```
15
Properties=species:S:1:pos:R:3
S -3.824 0.547 0.152
C 1.633 0.039 -1.450
C 1.204 -0.295 -0.051
C -0.353 -0.026 0.158
C -1.085 -0.036 1.495
H -0.797 0.813 2.130
H -0.870 -0.726 -0.602
H 2.610 0.316 -1.706
H 1.358 -1.351 0.140
H 0.919 0.832 -1.804
H 1.273 -0.872 -2.115
H -0.575 0.980 -0.347
H -1.136 -0.829 2.112
H -2.135 0.289 1.191
H 1.780 0.320 0.697
```

**HOMO-LUMO gap**: 0.237 Ha
**Total charge**: 0
**E_LUMO**: -3.094 eV
**E_tot**: -556.41850 Ha
**Relative energy (zero: lowest compared OMol25 entry of this formula, charge and spin)**: 4.449 eV

The following is a DFT calculation (the ωB97M-V functional and the def2-TZVPD basis) of a structure of composition C52H51N2OsP4S in a non-equilibrium geometry.

The geometry in XYZ format:
```
111
Properties=species:S:1:pos:R:3
Os 1.927 1.316 0.096
S -5.787 1.608 1.458
P -0.219 1.412 -0.782
P 1.487 0.012 1.840
P 3.715 -0.310 0.455
P -1.308 -1.351 -0.945
N -1.614 0.276 -0.565
N 3.153 -0.411 2.084
C -4.398 0.663 0.827
C -1.584 1.516 -3.140
C -0.191 0.717 5.454
C 0.621 -4.357 0.631
C -0.500 2.210 -2.472
C -5.399 -3.238 -0.117
C -2.788 4.724 1.029
C -3.066 -3.297 0.311
C 7.164 1.540 -1.187
C 5.370 -3.685 -1.200
C 1.490 -1.543 -3.854
C -1.854 0.327 0.942
C 5.157 0.884 0.061
C 0.566 -1.625 -4.898
C 0.762 -3.924 1.969
C 6.201 0.575 -0.885
C -0.988 2.880 0.013
C -5.246 -2.094 -0.903
C 5.077 2.199 0.563
C -3.105 4.109 -0.146
C 6.022 3.179 0.205
C 0.941 -2.569 2.421
C 5.951 -3.838 1.214
C 1.019 0.652 3.410
C -3.045 1.209 1.293
C 4.602 -1.984 0.412
C -1.560 4.532 1.650
C -0.629 3.609 1.183
C 1.666 1.873 3.759
C 0.572 -1.546 1.506
C 1.560 2.307 5.056
C 0.017 0.154 4.209
C 0.663 1.676 5.875
C -6.923 0.295 0.960
C -2.072 3.744 -4.119
C 0.040 3.557 -2.747
C -0.218 -1.886 0.344
C 6.105 -4.244 -0.181
C -3.951 -1.761 -1.306
C 7.065 2.834 -0.646
C -2.893 -2.170 -0.552
C -1.196 -1.816 -3.420
C 5.062 -2.764 1.458
C 0.914 -1.489 -2.626
C -0.130 -3.313 0.075
C -0.858 -1.751 -4.751
C -2.196 3.208 -0.647
C -4.291 -3.714 0.520
C 4.690 -2.533 -0.838
C -0.397 -1.460 -2.433
C -2.428 2.374 -3.724
C -0.944 4.292 -3.614
H -0.932 0.774 1.418
H -3.628 -0.845 -1.747
H 1.629 -1.296 -1.700
H -2.179 -2.248 -3.306
H 0.322 -5.360 0.396
H 4.816 -2.686 2.503
H -1.336 5.144 2.548
H 6.493 -4.340 2.038
H -6.339 -3.801 -0.144
H 5.463 -4.119 -2.205
H 7.761 3.580 -0.993
H -3.290 1.934 -4.281
H -0.884 -3.885 -0.471
H -2.849 4.336 -4.655
H -6.246 -1.788 -1.155
H -7.650 -5.455 -2.377
H -4.624 -0.359 1.160
H 3.328 -1.129 2.753
H -2.876 2.201 0.902
H -3.482 5.434 1.449
H 4.328 2.500 1.329
H 4.187 -2.033 -1.488
H 0.951 3.362 -3.599
H -2.163 -0.634 1.446
H -3.107 1.387 2.359
H -2.406 -3.785 0.863
H -0.613 -0.675 3.890
H 0.614 1.945 6.907
H -6.857 0.133 -0.095
H 0.591 4.009 -1.912
H 2.520 -1.465 -4.083
H -2.436 2.725 -1.577
H 2.265 2.363 3.012
H 1.715 -2.330 3.114
H 2.105 3.148 5.447
H 0.949 -4.814 2.473
H -7.968 0.614 1.198
H -1.770 0.456 -3.134
H 6.204 -0.410 -1.366
H -4.368 -4.478 1.278
H 5.983 4.169 0.603
H 6.825 -4.952 -0.476
H -0.974 0.257 6.066
H -1.433 -2.081 -5.605
H 0.968 -1.692 -5.901
H -0.500 5.269 -3.860
H -4.463 0.683 -0.286
H -3.971 4.423 -0.762
H 0.281 3.379 1.722
H -6.779 -0.643 1.537
H 8.022 1.288 -1.819
```

**HOMO-LUMO gap (spin up / spin down)**: 0.181 / 0.167 Ha
**Total charge**: +3
**E_LUMO (spin up / spin down)**: -9.116 / -9.770 eV
**E_tot**: -3974.44255 Ha
**Spin multiplicity**: 5
**Relative energy (zero: lowest compared OMol25 entry of this formula, charge and spin)**: 9.971 eV

The following is a DFT calculation (the ωB97M-V functional and the def2-TZVPD basis) of a structure of composition C39H36AsEuFN2O6S in a non-equilibrium geometry.

The geometry in XYZ format:
```
87
Properties=species:S:1:pos:R:3
Eu -1.047 0.403 0.652
As -1.853 -0.289 3.336
S -3.870 0.441 1.039
F -2.360 1.436 -1.263
O -1.390 -1.301 2.133
O -0.817 0.949 3.477
O -2.829 1.371 1.514
O -3.241 -0.685 0.355
O -4.923 1.065 0.278
O -1.547 -1.305 4.849
N 1.574 0.034 1.442
N -0.070 0.104 -1.668
C -1.674 -0.214 -4.986
C -0.915 0.195 -2.701
C 1.622 -2.350 1.533
C 1.363 -1.873 -1.638
C 1.515 2.760 -1.737
C 0.176 -3.653 -2.911
C 2.318 -3.527 1.600
C -2.893 0.402 -4.742
C 2.211 1.194 1.534
C -6.501 -0.030 4.084
C 0.136 2.481 1.048
C 4.377 0.123 1.481
C 3.633 1.260 1.521
C 3.718 -1.125 1.490
C -0.708 -0.318 -4.010
C 1.268 4.682 2.486
C -3.768 -0.132 3.677
C -3.128 0.946 -3.484
C -0.529 3.713 1.219
C -4.626 -0.042 2.601
C -5.994 0.008 2.795
C 1.894 1.836 -4.026
C -2.158 0.844 -2.524
C 1.424 2.426 1.654
C 0.014 4.788 1.902
C 2.297 -1.112 1.468
C 2.323 1.760 -2.557
C 4.407 -2.350 1.540
C -5.639 -0.081 5.169
C 3.593 -0.259 -1.967
C 3.764 -1.597 -1.680
C 2.647 -2.397 -1.560
C 1.968 3.501 2.364
C -4.269 -0.145 4.969
C -1.131 -2.518 -1.116
C 0.271 -2.931 -1.558
C 1.192 -0.484 -1.828
C 3.722 -3.533 1.592
C 2.336 0.317 -2.073
H 1.142 -4.068 -3.190
H -6.638 0.108 1.934
H -3.646 0.472 -5.513
H 1.978 2.916 -0.767
H -6.035 -0.061 6.174
H 3.367 2.099 -2.520
H 1.788 -4.468 1.663
H -4.058 1.438 -3.250
H 0.836 1.623 -4.131
H -1.632 -1.918 -1.876
H 2.773 -3.457 -1.377
H 4.111 2.227 1.512
H -0.548 -4.463 -2.850
H 4.751 -2.019 -1.561
H -0.551 5.705 2.013
H -0.612 -1.527 4.794
H 5.490 -2.338 1.553
H 1.495 3.718 -2.257
H 2.457 1.124 -4.625
H -3.564 -0.175 5.789
H 1.688 5.509 3.043
H 0.632 -3.667 -0.829
H -1.115 -1.976 -0.160
H 2.077 2.837 -4.413
H 4.253 -4.475 1.638
H -0.144 -2.964 -3.687
H -1.522 3.834 0.789
H 0.235 -0.802 -4.220
H 4.472 0.359 -2.105
H 2.923 3.403 2.867
H -1.480 -0.623 -5.970
H -7.568 0.019 4.245
H 0.494 2.420 -1.574
H -1.730 -3.419 -0.976
H 0.540 -2.332 1.579
H 5.459 0.152 1.477
```

**HOMO-LUMO gap (spin up / spin down)**: 0.146 / 0.220 Ha
**Total charge**: -2
**E_LUMO (spin up / spin down)**: 4.451 / 4.450 eV
**E_tot**: -5512.95399 Ha
**Spin multiplicity**: 8